{"formula": "C8H15NO", "method": "ωB97M-V/def2-TZVPD", "smiles": "C=C(O)C(C)(C)C.C=C=N", "de_lowest_ev": 2.767, "orbital_gap_ev": 9.335, "total_charge": 0, "energy_ev": -12074.766, "species": ["C", "C", "O", "C", "C", "C", "C", "H", "H", "H", "H", "H", "H", "H", "H", "H", "H", "H", "H", "C", "C", "N", "H", "H", "H"], "coordinates": [[0.105, -1.710, 0.814], [-0.074, -0.617, 0.079], [0.935, -0.216, -0.740], [-1.353, 0.203, -0.003], [-1.672, 0.529, -1.473], [-2.543, -0.553, 0.591], [-1.138, 1.506, 0.781], [-0.674, -2.134, 1.419], [1.071, -2.184, 0.820], [0.913, 0.765, -0.975], [-0.951, 1.217, -1.914], [-2.652, 1.000, -1.541], [-1.692, -0.382, -2.068], [-2.684, -1.505, 0.085], [-3.450, 0.039, 0.476], [-2.396, -0.739, 1.652], [-0.279, 2.058, 0.401], [-2.019, 2.141, 0.708], [-0.955, 1.286, 1.830], [3.764, -1.062, -0.335], [3.498, 0.174, -0.060], [3.036, 1.243, 0.308], [4.570, -1.585, 0.146], [3.167, -1.592, -1.054], [3.475, 2.118, 0.054]]}

=====

{"formula": "C8H15NO", "method": "ωB97M-V/def2-TZVPD", "smiles": "C#CC(C)=O.CCN(C)C", "de_lowest_ev": 3.279, "orbital_gap_ev": 8.585, "total_charge": 0, "energy_ev": -12074.254, "species": ["C", "C", "C", "C", "O", "H", "H", "H", "H", "C", "C", "N", "C", "C", "H", "H", "H", "H", "H", "H", "H", "H", "H", "H", "H"], "coordinates": [[2.622, -1.699, 0.996], [2.506, -0.636, 0.449], [2.358, 0.619, -0.246], [2.490, 1.812, 0.664], [2.148, 0.684, -1.432], [2.724, -2.620, 1.492], [3.462, 1.791, 1.153], [1.725, 1.764, 1.437], [2.382, 2.731, 0.092], [-0.999, 0.181, 1.627], [-1.359, 0.561, 0.195], [-1.849, -0.575, -0.569], [-0.809, -1.549, -0.835], [-2.462, -0.139, -1.808], [-0.082, -0.401, 1.669], [-1.805, -0.404, 2.061], [-0.862, 1.081, 2.223], [-0.490, 1.033, -0.300], [-2.165, 1.299, 0.225], [-0.434, -1.950, 0.104], [0.035, -1.124, -1.399], [-1.235, -2.369, -1.411], [-3.282, 0.542, -1.584], [-1.751, 0.372, -2.476], [-2.865, -1.006, -2.328]]}

=====

{"formula": "C8H15NO3P", "method": "ωB97M-V/def2-TZVPD", "orbital_gap_ev": [7.331, 6.305], "s_squared": 2.01, "spin_multiplicity": 3, "total_charge": 1, "energy_ev": -25448.006, "species": ["C", "C", "C", "C", "C", "C", "C", "C", "N", "O", "O", "O", "P", "H", "H", "H", "H", "H", "H", "H", "H", "H", "H", "H", "H", "H", "H", "H"], "coordinates": [[-1.996, 1.229, 0.330], [-0.962, 0.924, 1.450], [0.568, 1.390, 1.381], [3.346, 0.802, -0.305], [2.758, -0.506, 0.287], [-1.633, 0.862, -1.077], [1.084, 1.009, -0.004], [-2.896, -1.140, -0.502], [-1.655, -0.639, -1.171], [-3.010, 1.813, 0.574], [2.285, 1.703, -0.171], [1.377, -0.332, -0.181], [0.010, 1.716, -1.368], [-1.237, 1.533, 2.325], [-0.926, -0.166, 1.638], [0.615, 2.478, 1.445], [1.280, 1.024, 2.142], [4.324, 0.906, 0.253], [3.594, 0.676, -1.324], [3.087, -1.511, -0.108], [2.758, -0.430, 1.328], [-2.193, 1.177, -2.004], [-3.704, -0.528, -0.811], [-3.069, -2.221, -0.812], [-2.681, -1.033, 0.616], [-1.627, -0.921, -2.197], [-0.834, -1.056, -0.800], [0.672, 0.842, -2.310]]}

=====

{"formula": "C8H15NOPTm", "method": "ωB97M-V/def2-TZVPD", "de_lowest_ev": 0.803, "orbital_gap_ev": [4.168, 5.701], "s_squared": 2.01, "spin_multiplicity": 3, "total_charge": 0, "energy_ev": -50887.535, "species": ["C", "C", "C", "C", "C", "Tm", "P", "H", "H", "H", "H", "H", "H", "H", "H", "C", "N", "C", "C", "O", "H", "H", "H", "H", "H", "H", "H"], "coordinates": [[-0.142, 0.883, -1.735], [0.933, 1.627, -2.416], [1.966, 0.770, -2.743], [1.537, -0.534, -2.640], [0.261, -0.598, -1.841], [-0.591, -0.746, 1.071], [-3.382, -0.075, 1.615], [-1.236, 1.111, -1.826], [1.017, 2.755, -2.441], [3.022, 1.069, -2.827], [-0.561, -1.307, -2.051], [2.179, -1.436, -2.848], [-4.014, -1.302, 0.978], [-3.953, 1.270, 1.166], [-3.175, -0.192, 3.088], [3.437, -1.730, 3.226], [2.107, -1.557, 3.816], [1.822, -1.849, 5.226], [1.125, -1.145, 3.053], [1.309, -0.909, 1.779], [4.128, -2.099, 4.004], [3.783, -0.774, 2.813], [3.382, -2.433, 2.385], [1.424, -0.944, 5.731], [1.023, -2.615, 5.306], [2.728, -2.199, 5.747], [0.128, -1.001, 3.487]]}

=====

{"formula": "C8H15NOS", "method": "ωB97M-V/def2-TZVPD", "smiles": "[H]/N=C1/[C@@H](CC)[C@H](C)C=[S@@]1(C)=O", "de_lowest_ev": 5.817, "orbital_gap_ev": 8.628, "total_charge": 0, "energy_ev": -22906.793, "species": ["H", "N", "C", "C", "C", "C", "C", "C", "C", "S", "C", "O", "H", "H", "H", "H", "H", "H", "H", "H", "H", "H", "H", "H", "H", "H"], "coordinates": [[1.971, -2.618, -0.549], [0.984, -2.409, -0.541], [0.861, -1.206, -0.278], [-0.544, -0.523, -0.118], [-1.479, -1.566, 0.550], [-2.965, -1.156, 0.361], [-0.295, 0.774, 0.767], [-0.541, 2.011, -0.145], [1.089, 0.762, 1.319], [2.095, 0.038, 0.235], [2.498, 0.970, -1.300], [3.380, -0.392, 0.866], [-0.794, -0.109, -1.026], [-1.123, -2.433, 0.063], [-1.440, -1.633, 1.673], [-3.427, -0.428, 1.045], [-3.522, -1.983, 0.363], [-3.238, -0.799, -0.583], [-0.933, 0.689, 1.562], [0.119, 1.870, -0.872], [-0.339, 2.858, 0.481], [-1.589, 2.183, -0.586], [1.344, 1.701, 1.888], [3.227, 0.484, -2.102], [1.654, 1.042, -1.949], [3.005, 1.874, -1.124]]}

=====

{"formula": "C8H15NP", "method": "ωB97M-V/def2-TZVPD", "de_lowest_ev": 2.528, "orbital_gap_ev": 7.943, "total_charge": 1, "energy_ev": -19307.616, "species": ["C", "C", "C", "C", "C", "C", "C", "C", "N", "P", "H", "H", "H", "H", "H", "H", "H", "H", "H", "H", "H", "H", "H", "H", "H"], "coordinates": [[2.681, -0.268, 1.767], [2.699, 0.861, 1.050], [1.446, -0.920, 1.858], [1.321, 1.312, 0.684], [0.299, 0.162, 0.778], [-1.682, 1.218, -1.147], [-1.862, -1.127, -1.995], [-0.149, -0.560, -0.436], [-1.512, -0.201, -0.837], [0.712, -2.071, 2.846], [3.616, -0.555, 2.252], [3.624, 1.281, 0.662], [1.104, 1.997, 1.612], [1.372, 2.016, -0.209], [-0.498, 0.507, 1.355], [-1.220, 1.419, -2.115], [-2.785, 1.599, -1.183], [-1.110, 1.736, -0.308], [-1.864, -2.183, -1.723], [-2.872, -0.699, -2.346], [-1.063, -0.966, -2.828], [-0.180, -1.572, -0.256], [0.571, -0.406, -1.332], [-2.247, -0.547, -0.107], [-0.400, -2.036, 1.959]]}

=====

{"formula": "C8H16", "method": "ωB97M-V/def2-TZVPD", "smiles": "C=C(C)C.C=CCC", "de_lowest_ev": 0.864, "orbital_gap_ev": 10.318, "total_charge": 0, "energy_ev": -8554.248, "species": ["C", "C", "C", "C", "H", "H", "H", "H", "H", "H", "H", "H", "C", "C", "C", "C", "H", "H", "H", "H", "H", "H", "H", "H"], "coordinates": [[1.246, -0.522, 1.772], [1.910, -0.608, 0.619], [2.613, 0.598, 0.042], [2.019, -1.881, -0.151], [0.812, -1.403, 2.229], [1.086, 0.421, 2.272], [3.676, 0.394, -0.089], [2.471, 1.445, 0.710], [2.204, 0.856, -0.939], [1.456, -2.707, 0.273], [3.072, -2.151, -0.276], [1.649, -1.718, -1.169], [-3.736, -0.218, -0.898], [-2.575, -0.165, -0.262], [-1.330, 0.489, -0.784], [-0.957, 1.732, 0.065], [-4.637, -0.602, -0.440], [-3.807, 0.156, -1.912], [-2.452, -0.603, 0.728], [-0.487, -0.204, -0.762], [-1.519, 0.757, -1.828], [-1.068, 1.406, 1.099], [0.061, 2.042, -0.141], [-1.707, 2.489, -0.158]]}

=====

{"formula": "C8H16AlO14P2", "method": "ωB97M-V/def2-TZVPD", "de_lowest_ev": 2.848, "orbital_gap_ev": 2.283, "total_charge": -3, "energy_ev": -62389.170, "species": ["Al", "P", "O", "O", "O", "O", "P", "O", "O", "O", "O", "C", "C", "O", "C", "O", "O", "C", "H", "H", "H", "H", "H", "H", "H", "H", "C", "C", "O", "C", "O", "O", "C", "H", "H", "H", "H", "H", "H", "H", "H"], "coordinates": [[19.651, 0.075, 17.927], [20.716, 0.510, 21.355], [22.004, 1.349, 21.486], [19.726, 1.347, 20.511], [20.491, 0.375, 22.828], [21.341, -0.575, 20.527], [22.809, 1.714, 17.801], [23.351, 2.020, 19.204], [23.864, 1.964, 16.672], [21.346, 2.422, 17.730], [22.458, 0.226, 18.141], [16.608, 2.478, 12.486], [17.503, 1.534, 13.348], [18.767, 2.151, 13.332], [19.653, 2.040, 14.245], [19.525, 1.595, 15.372], [20.875, 2.389, 13.692], [21.988, 2.529, 14.519], [15.570, 2.176, 12.622], [16.820, 2.377, 11.421], [16.621, 3.526, 12.786], [17.505, 0.469, 13.113], [17.107, 1.529, 14.363], [22.372, 1.530, 14.727], [21.753, 3.086, 15.427], [22.742, 3.048, 13.926], [15.817, -4.984, 18.170], [16.768, -3.814, 18.450], [16.600, -3.371, 19.776], [17.397, -2.428, 20.306], [18.230, -1.787, 19.687], [17.104, -2.315, 21.639], [17.998, -1.586, 22.477], [14.860, -4.589, 17.831], [15.624, -5.637, 19.021], [16.142, -5.557, 17.301], [16.482, -3.075, 17.701], [17.770, -4.171, 18.216], [17.735, -1.725, 23.526], [17.883, -0.511, 22.342], [19.058, -1.748, 22.284]]}